ORCA calculation (ωB97M-V/def2-TZVPD) on a molecular structure, C33H49CoN5O4P3.

Each line ends with the Mulliken charge.
Cartesian coordinates (Å):
C1 2.388 -0.325 2.664  0.092
H1 -4.022 -2.155 -3.545  0.230
H2 3.014 4.712 -2.508  0.352
N1 -3.356 -0.716 -1.561  0.860
H3 -5.116 0.375 -1.197  0.290
H4 2.162 5.775 1.337  0.388
H5 -2.379 1.770 -1.168  -0.013
H6 1.572 3.848 -3.069  0.425
C2 1.769 5.221 0.487  -0.492
C3 4.751 0.157 2.584  -0.554
H7 0.964 -4.003 -2.830  0.287
C4 -1.000 1.657 1.302  0.832
C5 -0.581 3.045 3.666  -0.683
H8 -2.264 2.110 -4.819  0.371
H9 -5.347 -1.063 -2.197  0.433
H10 -1.094 2.540 -2.109  -0.034
H11 -0.863 -1.683 -5.508  0.374
H12 -3.931 -1.162 0.405  0.373
C6 2.020 4.366 -2.224  -0.600
C7 -3.393 -1.632 -0.421  -0.899
H13 -2.060 4.425 2.944  0.404
C8 -1.505 3.517 2.741  -0.878
H14 1.950 -5.074 -1.814  0.461
C9 -2.088 2.086 -2.170  -0.543
C10 0.128 1.877 3.415  -0.786
H15 -2.060 -0.659 2.262  0.448
C11 -3.131 -2.432 -4.102  -0.993
H16 1.620 -0.752 4.633  0.542
C12 -0.214 -1.640 2.774  0.537
N2 -1.997 -1.594 -3.729  0.792
H17 -2.384 -1.861 -0.091  -0.126
H18 5.619 0.445 2.003  0.533
C13 1.558 2.280 -1.063  0.421
C14 0.346 -2.754 3.397  -0.097
N3 1.018 1.256 -1.033  -0.389
H19 -2.479 -4.344 4.396  0.403
P1 1.180 -3.148 -0.568  1.276
C15 -0.758 -1.893 -4.439  -1.064
H20 -1.130 -3.758 -0.884  0.117
H21 -0.503 -2.950 -4.334  0.261
C16 -1.660 1.282 -4.440  -1.062
N4 -2.104 0.948 -3.093  0.435
O1 1.698 6.131 -0.603  -0.413
C17 3.722 -0.394 4.682  -0.917
C18 4.853 -0.062 3.948  -0.773
H22 -3.492 -2.376 3.277  0.468
P2 0.767 -0.409 1.839  2.777
H23 -2.797 2.843 -2.511  0.482
H24 -2.441 3.184 0.838  0.485
H25 1.157 6.311 -2.541  0.390
H26 3.378 -3.762 0.186  0.448
H27 -0.712 -3.717 0.837  -0.018
H28 3.790 -0.553 5.751  0.450
H29 -0.211 -5.104 -0.161  0.543
C19 -1.848 -3.592 3.936  -0.708
H30 -1.158 1.116 0.376  -0.685
H31 2.459 -3.065 1.508  -0.068
C20 2.499 -0.513 4.045  -0.517
H32 0.141 5.199 -1.595  0.241
N5 2.168 3.436 -1.097  -0.038
H33 3.685 4.392 -0.035  0.274
C21 2.395 -3.744 0.658  -0.992
O2 -0.805 -0.792 -1.567  0.157
C22 1.735 -4.034 -2.063  -1.325
C23 1.170 5.539 -1.775  -0.463
H34 0.848 1.528 4.143  0.385
H35 -0.413 3.587 4.588  0.452
H36 -3.350 -2.323 -5.167  0.325
H37 -1.796 0.437 -5.109  0.331
H38 -4.575 0.382 -2.882  0.316
C24 3.535 0.007 1.928  0.483
Co1 1.022 -0.768 -0.516  0.286
H39 2.689 3.304 0.937  0.115
H40 0.069 -1.299 -4.051  0.251
C25 -0.364 -4.024 -0.151  -0.828
H41 2.638 -3.564 -2.455  0.382
C26 -0.073 1.174 2.228  0.317
P3 -1.988 -0.563 -2.453  -1.364
O3 3.992 1.294 0.010  -0.673
H42 0.767 4.852 0.737  0.277
H43 5.812 0.034 4.442  0.425
H44 -0.016 -4.577 4.464  0.441
C27 -2.415 -2.488 3.311  -0.621
H45 1.421 -2.881 3.434  0.398
H46 -2.916 -3.486 -3.907  0.278
C28 -1.605 -1.521 2.735  -0.850
C29 -0.468 -3.721 3.977  -1.017
C30 3.515 0.255 0.432  -0.181
H47 -0.609 1.590 -4.463  0.254
C31 -1.719 2.820 1.560  -0.438
H48 -3.905 -2.568 -0.671  0.264
H49 2.135 -4.746 1.002  0.478
O4 2.977 -0.684 -0.291  -0.568
C32 2.666 4.052 0.149  -0.228
C33 -4.667 -0.231 -1.989  -1.212

Summary:
HOMO-LUMO gap (spin up / spin down)	9.1 / 9.2	eV
HOMO energy (spin up / spin down)	-10.698 / -11.176	eV
multiplicity	4
<S²>	3.762
charge	+1
energy	-4268.393616	Ha

ORCA calculation (ωB97M-V/def2-TZVPD) on 3 unconnected molecules or ions with the total composition C33H50FO10P3 at a distorted geometry.

Each line ends with the Mulliken charge.
Cartesian coordinates (Å):
H1 -10.764 -0.674 2.185  0.311
C1 -10.455 1.984 0.770  0.561
O1 3.955 -2.639 -1.764  -0.354
C2 -8.185 2.655 -1.625  0.164
C3 -8.904 1.361 0.837  -0.473
H2 9.819 3.553 3.602  0.306
H3 7.524 -0.084 2.046  0.230
H4 -4.998 -0.875 -4.507  0.355
H5 12.202 1.378 2.416  0.223
H6 3.085 1.191 -0.233  0.258
C4 -12.203 -0.447 0.369  0.403
H7 -1.489 -1.314 -2.791  0.183
H8 6.159 1.135 -0.193  0.172
O2 11.283 0.020 4.665  -0.429
O3 5.583 -1.607 -0.401  -0.168
P1 -4.536 -0.892 -2.022  0.159
H9 2.216 -3.643 -1.204  0.325
H10 2.513 -2.849 -4.153  0.323
C5 -9.687 3.311 -1.684  0.190
H11 5.100 0.534 1.081  0.274
C6 -11.535 1.573 1.956  -0.616
C7 1.991 -2.778 -3.196  -1.026
H12 11.859 2.762 4.873  0.205
H13 1.824 -1.711 -3.020  0.265
H14 5.320 -1.408 -3.253  0.180
F1 -10.086 4.192 -2.838  -0.296
P2 3.865 -1.483 -0.562  0.915
C8 8.517 -1.807 2.971  -0.746
C9 5.183 1.279 0.284  -0.982
C10 -11.745 -0.086 1.935  -0.755
H15 12.737 -0.082 1.555  0.391
H16 -0.567 -0.600 -1.299  0.236
H17 -1.587 0.587 -2.361  0.252
H18 4.119 1.927 -1.464  0.328
C11 12.123 -0.437 3.600  -0.202
C12 2.817 -3.434 -2.095  -0.408
H19 -3.877 -2.315 -4.006  0.328
C13 -4.055 -1.165 -3.876  -1.010
C14 -11.658 -1.256 -2.321  -0.423
O4 -6.862 4.055 -3.459  -0.511
H20 -11.916 3.478 -0.566  0.259
O5 9.655 -1.012 3.302  -0.293
H21 6.271 -3.141 -1.609  0.309
C15 -7.789 1.681 -0.325  0.357
O6 4.156 -0.107 -1.431  -0.277
P3 9.565 0.143 4.504  1.025
H22 10.800 2.160 6.147  0.319
C16 -2.903 -0.668 -0.984  -0.387
C17 -6.227 1.083 -0.323  0.072
H23 3.180 -4.402 -2.454  0.338
C18 -1.562 -0.513 -1.921  -0.772
C19 4.060 1.121 -0.726  -0.436
H24 1.017 -3.267 -3.292  0.348
H25 11.020 0.218 1.813  0.138
O7 2.327 -1.373 -0.705  -0.657
C20 -14.376 -0.528 -1.504  -0.397
H26 -8.579 0.664 1.725  0.277
C21 -13.825 -0.241 0.044  -0.371
O8 8.027 0.254 4.361  -0.703
C22 -11.108 -0.972 -0.778  -0.167
H27 -15.530 -0.370 -1.747  0.277
H28 5.158 2.270 0.745  0.508
H29 -9.957 -1.119 -0.501  0.257
H30 -3.001 0.327 -0.347  0.273
H31 -11.239 1.951 3.024  0.316
H32 10.858 3.897 5.811  0.395
H33 -3.167 -0.491 -4.233  0.293
H34 -13.707 -1.164 -3.755  0.269
C23 9.760 2.748 4.340  -0.370
C24 10.883 2.906 5.350  -1.021
C25 -10.827 2.992 -0.506  -0.603
C26 -5.646 0.698 -1.844  0.359
H35 -5.630 1.279 -4.120  0.149
C27 12.015 0.312 2.278  -0.843
H36 -12.586 2.006 1.593  0.289
H37 8.880 -2.775 2.612  0.331
H38 -12.676 -0.422 2.599  0.382
C28 7.691 -1.151 1.870  -0.450
H39 8.213 -1.223 0.913  0.058
H40 -14.533 0.101 0.927  0.254
H41 11.971 -1.514 3.457  0.278
C29 -7.010 2.891 -2.792  0.121
O9 9.856 1.519 3.635  -0.247
H42 13.152 -0.326 3.958  0.367
H43 6.502 -0.249 -2.650  0.255
H44 -10.858 -1.589 -3.112  0.287
C30 6.315 -1.315 -2.789  -1.007
H45 7.452 -1.952 -1.108  0.332
H46 6.717 -1.640 1.775  0.297
H47 8.785 2.818 4.833  0.294
O10 -5.499 0.967 0.801  -0.536
C31 -13.270 -1.007 -2.657  -0.321
H48 7.916 -2.017 3.862  0.361
H49 -2.830 -1.641 -0.308  0.334
C32 6.423 -2.064 -1.466  -0.147
C33 -6.015 1.568 -3.032  -0.321
H50 7.037 -1.709 -3.511  0.411

Summary:
HOMO-LUMO gap	6.1	eV
ΔE to the lowest compared entry with this formula, charge and spin	665.19	kcal/mol
HOMO energy	-8.232	eV
multiplicity	1
SMILES string	CCP(C)C1=CC(=O)c2c(F)cc(CCc3ccccc3)cc2C1=O.CCOP(=O)(OCC)OCC.CCOP(=O)(OCC)OCC
energy	-3162.761882	Ha

ORCA calculation (ωB97M-V/def2-TZVPD) on a molecular structure, C33H50N6O5STi at a distorted geometry.

Each line ends with the Mulliken charge.
Cartesian coordinates (Å):
H1 -2.747 -3.187 0.539  0.496
H2 4.316 -5.293 -2.553  0.464
H3 -0.662 1.457 -3.325  0.182
N1 -1.843 1.146 -0.730  1.914
H4 -1.926 3.127 -0.115  0.594
O1 -2.929 -1.614 2.546  -0.622
C1 3.182 -4.536 -0.915  -0.288
C2 1.420 -6.624 -1.433  -0.707
C3 1.469 -0.722 -3.611  1.891
H5 4.654 -5.732 4.190  0.415
H6 -2.114 -0.604 -3.225  0.263
H7 5.850 -3.664 4.785  0.414
C4 -3.872 1.613 0.568  -1.954
C5 -2.926 -1.611 -1.427  -0.510
C6 -3.307 0.978 -0.712  1.843
H8 -3.842 -0.932 -3.237  0.429
H9 2.274 -2.633 -4.296  0.433
H10 -3.885 2.746 -1.859  0.385
H11 -3.779 -0.822 0.366  0.466
H12 2.858 -5.681 2.514  0.479
H13 -4.880 1.252 0.746  0.449
C7 2.043 -4.699 -0.140  0.151
C8 3.716 -2.398 2.488  -0.460
H14 -1.470 0.602 -1.503  -1.934
H15 -4.735 -0.569 -1.064  0.685
C9 2.107 1.209 1.087  0.286
H16 -3.921 2.696 0.496  0.521
H17 -2.725 -2.237 -3.498  0.440
C10 2.234 1.840 -0.305  -0.833
H18 3.361 -1.276 -4.496  0.473
C11 0.085 2.740 -0.650  -2.052
H19 3.089 1.365 -0.789  0.517
C12 0.168 2.147 -3.442  -1.802
H20 -0.108 -0.526 -2.322  -1.728
H21 -3.536 1.345 -2.867  0.375
C13 1.350 1.794 -2.544  -0.001
C14 -2.874 -1.323 -2.931  -1.811
C15 5.078 -3.636 4.034  -0.494
C16 4.406 -4.802 3.703  -0.639
H22 0.221 2.844 0.428  0.802
C17 3.050 -3.570 2.168  0.664
S1 1.588 -3.540 1.146  0.444
C18 2.139 0.584 -3.104  -1.845
C19 -0.875 -2.954 -1.538  -0.643
C20 -0.078 -2.503 -2.778  -1.542
C21 -2.174 -1.412 1.629  0.298
H23 3.114 -1.965 -2.894  0.224
H24 1.347 0.024 -5.644  0.434
H25 2.048 2.648 -2.626  0.682
N2 0.585 -1.229 -2.562  2.366
C22 3.431 -5.420 -1.951  -0.751
H26 5.260 -1.531 3.671  0.479
H27 3.447 -1.455 2.035  0.389
H28 -0.148 -3.370 -0.839  -0.483
C23 1.017 -1.295 3.719  0.639
C24 -1.419 2.530 -0.876  -0.950
H29 3.864 -3.726 -0.708  0.473
H30 2.485 2.906 -0.177  0.459
H31 2.761 -7.157 -3.012  0.438
N3 -1.621 -1.929 -0.786  2.047
C25 1.156 -5.736 -0.407  -0.303
C26 2.623 -1.716 -3.832  -1.972
H32 -3.561 -2.516 -1.337  0.789
C27 -3.714 -0.520 -0.676  -1.903
O2 1.402 -1.333 4.812  -0.532
C28 -3.972 1.665 -1.925  -1.962
C29 2.558 -6.466 -2.209  -0.470
C30 0.741 -0.558 -4.957  -2.044
H33 0.682 -3.274 -2.932  0.591
O3 0.926 1.260 1.614  -0.537
H34 -5.032 1.431 -1.944  0.486
H35 -1.017 -3.005 0.927  -0.122
C31 -1.903 -2.479 0.550  -0.377
H36 2.860 0.274 -2.348  0.333
Ti1 0.215 -0.281 1.111  -0.047
H37 1.256 -1.446 -0.993  -0.976
N4 0.646 -1.374 2.588  -0.285
H38 0.574 -1.534 -5.408  0.429
O4 -1.481 -0.329 1.460  0.026
C32 4.740 -2.441 3.419  -0.839
C33 3.393 -4.778 2.764  -0.617
H39 -3.251 1.338 1.418  0.264
N5 1.424 -1.265 0.013  1.889
N6 1.003 1.670 -1.095  1.478
H40 0.498 2.120 -4.476  0.468
H41 -0.714 -2.488 -3.670  0.402
H42 -1.713 2.935 -1.853  0.417
H43 2.429 -1.173 0.144  0.608
H44 -1.542 -3.778 -1.842  0.395
H45 -0.185 3.155 -3.254  0.507
H46 0.372 3.698 -1.111  0.365
O5 3.059 0.666 1.612  -0.633
H47 0.742 -7.442 -1.616  0.465
H48 -0.222 -0.070 -4.850  0.353
H49 2.717 0.974 -3.944  0.520
H50 0.277 -5.852 0.206  0.484

Summary:
HOMO-LUMO gap (spin up / spin down)	8.5 / 6.1	eV
ΔE to the lowest compared entry with this formula, charge and spin	47.10	kcal/mol
HOMO energy (spin up / spin down)	-11.482 / -11.504	eV
multiplicity	2
<S²>	0.758
charge	+1
energy	-3239.701838	Ha

The lowest multiplicity belongs to which entry?
C33H50FO10P3